Molecular formula: C26H52O52S13
Method: DFT, ωB97M-V/def2-TZVPD

Last column: Löwdin charge in e.
Positions of all 143 atoms, in Å:
S -4.12 -3.93 -1.72  0.75
S -5.94 0.61 -3.47  0.80
S 4.02 3.67 -1.23  0.75
S -2.19 -4.91 5.20  0.83
S 0.22 0.48 -4.54  0.83
S -0.85 -0.28 0.11  0.74
S 5.73 -0.01 -1.96  0.70
S 1.86 -3.40 1.42  0.69
S 2.68 -4.37 -3.60  0.71
S 4.97 0.09 3.55  0.78
S 0.80 4.97 2.44  0.75
S -2.25 4.03 -0.91  0.79
S -4.48 0.82 2.62  0.77
O -2.97 3.64 0.33  -0.26
O -0.26 5.44 3.56  -0.19
O 3.03 -4.28 0.66  -0.21
O 5.31 4.61 -1.01  -0.21
O 5.54 1.60 4.07  -0.20
O 2.51 -2.32 2.14  -0.22
O -2.63 -3.29 5.11  -0.19
O 3.34 -3.19 -4.20  -0.24
O 3.43 0.69 3.27  -0.20
O 1.55 1.40 -5.07  -0.17
O 1.49 -4.61 2.42  -0.24
O -0.72 -0.48 1.80  -0.22
O 4.67 2.98 -2.60  -0.24
O -5.65 0.59 3.82  -0.21
O -5.33 -3.69 -2.47  -0.21
O 0.15 5.98 1.30  -0.23
O -4.25 -3.27 -0.21  -0.22
O 2.22 5.24 2.91  -0.28
O -3.02 5.25 -1.73  -0.20
O 6.25 0.40 -3.28  -0.25
O -2.30 -5.46 6.55  -0.24
O -5.59 0.63 1.47  -0.21
O -2.60 2.90 -2.11  -0.22
O -2.78 -5.63 4.04  -0.28
O 1.71 -4.00 -2.29  -0.25
O 5.51 -0.30 2.25  -0.25
O -4.49 -0.30 -3.73  -0.16
O -1.56 -1.39 -0.51  -0.25
O -5.94 1.78 -4.33  -0.26
O -0.95 0.40 -5.48  -0.25
O -0.11 1.59 -3.42  -0.22
O -0.78 4.30 -0.82  -0.26
O -4.10 -5.48 -1.06  -0.19
O 3.47 -5.54 -3.31  -0.24
O 1.36 -4.80 -4.49  -0.19
O -5.58 1.03 -1.92  -0.22
O -3.43 -0.22 2.69  -0.24
O -2.80 -3.73 -2.32  -0.25
O -4.17 2.26 2.56  -0.24
O -7.15 -0.30 -3.51  -0.28
O 0.82 -0.40 -0.15  -0.23
O 6.05 -1.57 -1.81  -0.19
O 2.90 4.61 -1.58  -0.25
O 6.00 0.82 -0.84  -0.22
O -1.35 1.01 -0.28  -0.23
O 4.10 -0.37 -2.00  -0.20
O 0.70 -3.18 0.55  -0.23
O -0.54 -4.49 4.85  -0.20
O 3.96 2.73 -0.11  -0.24
O 0.74 -0.70 -3.77  -0.26
O 5.01 -0.86 4.68  -0.25
O 0.58 3.55 2.13  -0.26
C 6.03 4.78 -2.19  -0.18
C -3.72 -0.30 -2.60  -0.23
C -6.89 0.81 1.89  -0.19
C 5.06 -2.43 -1.29  -0.15
C 1.83 -5.92 1.89  -0.09
C 2.61 -5.66 0.50  -0.11
C -3.56 -5.41 0.21  -0.19
C -3.33 3.46 -3.10  -0.22
C -1.02 6.72 1.73  -0.11
C -3.55 -3.95 0.76  -0.17
C 0.16 -4.16 -4.00  -0.16
C -0.68 6.77 3.25  -0.17
C 0.27 -4.11 -2.52  -0.16
C -1.69 -2.43 4.66  -0.22
C -4.59 0.16 -1.34  -0.12
C 5.92 3.46 -2.98  -0.17
C 3.84 -1.53 -1.18  -0.16
C 1.50 0.30 0.96  -0.11
C 3.28 1.93 3.79  -0.27
C 1.02 2.20 -2.92  -0.19
C -3.07 5.01 -3.09  -0.17
C -6.91 1.03 3.43  -0.18
C 2.09 2.12 -4.04  -0.23
C 4.56 2.62 3.58  -0.13
C 0.53 0.09 2.18  -0.17
C -0.31 -3.14 4.64  -0.20
H -0.12 -3.19 -2.10  0.11
H 0.79 3.24 -2.68  0.12
H 3.72 -1.19 -0.15  0.10
H -1.93 6.12 1.63  0.12
H 2.37 3.16 -4.21  0.13
H 3.44 -6.37 0.50  0.13
H 0.13 -3.21 3.65  0.09
H -2.15 5.31 -3.59  0.13
H -7.74 0.55 3.94  0.14
H 0.06 7.57 3.32  0.13
H -4.12 -6.08 0.86  0.13
H -5.18 -0.66 -0.95  0.12
H 1.69 1.34 0.69  0.11
H -6.83 2.11 3.54  0.12
H -0.21 -4.98 -2.07  0.13
H 3.01 1.62 -3.74  0.11
H 7.06 4.90 -1.86  0.14
H -0.03 -3.17 -4.43  0.12
H -4.04 -3.72 1.71  0.14
H -1.00 7.68 1.21  0.14
H 3.11 1.84 4.86  0.14
H 2.49 -6.35 2.65  0.13
H 4.97 -3.13 -2.12  0.12
H 0.97 -0.50 2.99  0.11
H 5.35 -2.93 -0.36  0.14
H -2.80 0.26 -2.72  0.11
H 0.39 -2.56 5.25  0.14
H 0.93 -6.50 1.69  0.13
H 2.89 -2.02 -1.41  0.11
H -2.91 3.07 -4.03  0.14
H -3.30 -1.28 -2.38  0.09
H 1.48 1.58 -2.15  0.12
H 2.42 -0.26 1.15  0.08
H -4.35 3.19 -2.86  0.11
H 5.82 3.56 -4.06  0.15
H -1.60 6.97 3.80  0.14
H 0.17 1.06 2.52  0.11
H -1.86 -2.16 3.61  0.10
H -7.57 1.41 1.29  0.14
H 2.41 2.47 3.43  0.12
H 4.70 2.88 2.54  0.12
H -4.04 0.65 -0.53  0.11
H -3.96 5.53 -3.44  0.14
H -7.32 -0.19 1.81  0.13
H -2.59 -3.44 0.70  0.11
H -2.56 -5.82 0.07  0.12
H 5.50 5.68 -2.50  0.14
H 1.98 -5.80 -0.37  0.11
H -0.68 -4.81 -4.28  0.14
H -1.68 -1.51 5.24  0.14
H 4.76 3.49 4.20  0.14
H 6.74 2.80 -2.71  0.12

Values from the calculation:
HOMO (eV): -10.6
Kohn-Sham gap (eV): 10.7
E_tot (eV): -275113.2300
Maximum force (eV/A): 5.2
Relative energy (zero: lowest compared OMol25 entry of this formula, charge and spin) (kJ/mol): 853.23
Charge: 0
Spin multiplicity: 1

=====

Molecular formula: C29H28F5GeKNOS
Method: DFT, ωB97M-V/def2-TZVPD

Last column: Löwdin charge in e.
Positions of all 67 atoms, in Å:
Ge -0.14 2.67 -2.87  0.85
K -0.36 0.66 -0.01  0.56
S -0.42 -1.49 2.60  0.53
F -0.46 1.55 2.37  -0.03
F -3.78 -0.22 6.26  0.10
F -2.38 -2.00 4.86  0.06
F -3.58 2.45 5.76  0.10
F -1.91 3.30 3.76  0.11
O 2.08 0.29 1.44  -0.14
N 2.04 -0.32 -1.26  0.08
C -2.96 0.21 5.29  -0.15
C -0.79 4.50 -2.22  -0.40
C -0.88 1.37 -5.40  -0.18
C -1.37 6.98 -0.97  -0.13
C 4.41 -0.09 -1.40  -0.03
C -1.30 1.06 3.31  -0.24
C -3.55 -1.94 -0.54  -0.05
C -1.43 2.15 -4.37  -0.41
C -3.02 1.02 -6.44  -0.13
C -3.60 1.78 -5.44  -0.12
C 3.12 -0.26 -3.40  -0.07
C -2.40 6.15 -1.42  -0.12
C 3.23 -0.20 -0.67  -0.26
C 4.35 -0.13 -2.78  -0.07
C -1.35 -0.32 3.53  -0.58
C -2.86 1.57 5.04  -0.15
C 2.00 -0.35 -2.59  -0.17
C -0.06 6.57 -1.15  -0.12
C -1.65 0.81 -6.42  -0.12
C -2.82 2.33 -4.43  -0.14
C -2.80 -2.02 -1.86  -0.67
C -3.29 -3.16 -2.75  -0.06
C -2.10 4.94 -2.03  -0.13
C 0.21 5.35 -1.76  -0.17
C -2.92 -0.62 -2.65  -0.05
C 3.26 -0.19 0.84  -0.21
C -1.40 -1.67 -1.86  0.11
C -2.23 -0.70 4.55  -0.26
C -2.02 2.00 4.03  -0.15
H -2.94 4.32 -2.35  0.07
H -3.32 2.88 -3.64  0.07
H -4.67 1.95 -5.44  0.09
H -3.40 -2.86 0.02  0.09
H -0.96 -2.12 -2.77  0.04
H -4.38 -3.13 -2.86  0.08
H -2.84 -3.11 -3.74  0.08
H 4.08 0.44 1.17  0.12
H -2.99 0.23 -1.99  0.07
H -3.43 6.45 -1.29  0.09
H -2.15 -0.41 -3.40  0.08
H -1.17 0.21 -7.19  0.09
H 3.02 -0.28 -4.47  0.10
H 5.35 0.03 -0.88  0.11
H 5.26 -0.05 -3.37  0.10
H 0.19 1.19 -5.40  0.07
H -1.13 1.93 -1.83  -0.17
H -4.62 -1.81 -0.71  0.08
H -3.03 -4.12 -2.30  0.08
H -3.17 -1.12 0.07  0.07
H 0.76 7.19 -0.80  0.09
H 1.25 5.05 -1.89  0.07
H -3.63 0.60 -7.23  0.09
H 1.45 -0.44 1.56  -0.06
H 1.01 -0.43 -3.03  0.08
H -1.60 7.92 -0.49  0.09
H -3.85 -0.75 -3.22  0.11
H 3.47 -1.21 1.19  0.13

Values from the calculation:
HOMO (eV): -4.2
Kohn-Sham gap (eV): 6.5
E_tot (eV): -131326.1901
Maximum force (eV/A): 0.6
Charge: -1
Spin multiplicity: 1

=====

Molecular formula: C32H87N7O10
Method: DFT, ωB97M-V/def2-TZVPD

Last column: Mulliken spin population.
Positions of all 136 atoms, in Å:
O -4.26 -1.79 0.24  0.00
O 5.58 -0.97 -1.50  -0.03
O -2.27 2.46 4.78  -0.03
O 0.57 -1.40 0.10  0.01
O -3.02 2.26 -3.49  -0.23
O -2.47 7.29 1.03  -0.38
O 1.65 -4.48 3.22  0.00
O -0.70 -5.95 0.12  0.00
O -0.79 1.04 0.82  -0.12
O 4.77 1.00 -6.66  -0.06
N -0.77 2.31 -1.54  -2.05
N 0.57 -3.81 5.96  0.00
N -0.18 4.65 -0.08  0.25
N 0.69 -8.57 -0.64  0.00
N 0.28 1.79 7.26  -0.01
N 5.16 1.17 -3.21  -0.08
N -1.21 -0.61 -1.97  0.06
C 0.46 0.59 1.45  0.79
C -2.92 -1.24 -0.09  -0.04
C -3.19 -1.99 -2.58  0.03
C -0.60 2.87 -2.86  -0.13
C 0.87 2.76 -3.36  0.50
C -1.69 1.84 5.92  -0.01
C 4.11 1.03 -5.41  -0.24
C 0.62 -7.27 -1.39  0.00
C 3.98 0.75 -2.46  0.42
C -3.65 3.51 -3.16  0.45
C -0.68 -6.54 -1.11  0.00
C -2.34 8.44 1.77  0.00
C 0.90 -7.55 -2.82  0.00
C -2.07 4.45 1.36  -0.29
C -0.20 -4.01 4.75  0.00
C -1.62 2.24 -3.88  0.12
C 1.27 -0.18 0.49  -0.72
C -1.18 6.75 0.74  1.45
C 2.32 -4.17 1.98  0.01
C -1.39 5.30 0.32  -0.75
C 6.11 -0.07 -0.46  0.20
C -1.64 -4.90 0.25  -0.01
C 5.21 0.52 -4.52  0.02
C -2.66 -0.84 -1.62  -0.08
C -0.20 2.35 6.06  0.00
C 3.96 1.48 -7.70  0.14
C -1.59 -3.35 4.86  0.00
C 0.74 2.11 4.94  -0.06
C 4.24 -0.72 -1.95  -0.10
C 0.62 -3.59 3.50  -0.02
C -2.98 1.70 3.88  0.06
C -5.38 -1.00 -0.11  0.03
H -0.66 1.28 -0.10  -0.01
H 0.21 -8.31 -3.18  0.00
H -2.62 -2.92 -2.50  0.00
H 3.87 1.22 -1.48  -0.21
H -1.41 4.47 2.23  0.09
H 2.64 -3.14 1.84  0.01
H 0.80 1.52 1.91  0.28
H -1.37 1.19 -4.01  0.20
H 0.92 -2.54 3.52  0.01
H 1.67 2.61 5.19  -0.03
H -3.60 4.25 -3.96  -0.03
H 2.15 -0.52 1.03  0.02
H -0.07 -3.57 2.66  0.00
H 0.27 4.34 0.77  -0.20
H 3.76 2.04 -5.18  0.13
H 1.55 -3.76 5.71  0.00
H -0.42 -5.07 4.69  0.00
H 3.02 0.95 -7.83  -0.01
H 1.06 3.08 -4.38  -0.22
H -3.19 -1.62 -3.61  0.00
H -0.69 7.44 0.06  0.20
H -0.27 2.09 8.05  0.00
H 0.42 -4.62 6.55  0.00
H -2.17 -1.85 0.41  0.00
H 0.44 2.40 3.93  0.07
H 3.54 -0.97 -1.15  -0.04
H -2.29 1.90 6.83  0.00
H 5.98 0.72 -2.83  0.01
H -2.24 8.22 2.83  -0.01
H -3.23 9.03 1.57  -0.03
H -0.21 3.42 6.26  0.00
H -1.55 -7.20 -1.14  0.00
H 1.24 1.73 -3.36  0.43
H -0.70 3.95 -2.73  -0.17
H 1.90 -7.96 -2.95  0.00
H 1.66 -8.83 -0.65  0.00
H 1.53 3.47 -2.85  0.31
H -3.59 2.44 3.36  -0.01
H -1.19 -4.09 -0.33  0.01
H -1.67 -4.76 1.33  0.00
H -5.53 -0.92 -1.18  0.00
H 1.64 -4.29 1.14  0.00
H -1.18 -0.85 -2.95  0.01
H 6.97 -0.48 0.07  0.00
H -3.35 3.83 -2.17  -0.02
H 5.43 -0.04 0.40  -0.07
H 0.21 -0.05 2.30  0.00
H -3.02 -0.30 0.45  0.01
H 0.44 5.26 -0.59  -0.10
H 6.12 0.86 -5.02  0.02
H -4.16 -2.33 -2.22  0.00
H -5.38 -0.04 0.41  0.01
H -1.78 2.41 -1.62  0.18
H -3.22 0.04 -1.92  -0.02
H -2.08 5.28 -0.53  0.34
H -3.58 0.86 4.24  0.00
H -4.70 3.27 -3.00  -0.01
H 5.32 -0.56 -4.64  0.00
H -1.10 0.40 -1.95  0.06
H 1.44 0.57 -0.29  0.05
H -2.28 -3.88 5.52  0.00
H -0.30 -1.25 -0.29  0.01
H -2.65 -5.14 -0.07  0.00
H 0.73 -6.70 -3.48  0.00
H 4.47 1.27 -8.65  0.01
H -0.54 3.02 -0.87  0.39
H 3.16 -4.85 1.89  0.00
H -2.16 3.39 1.09  -0.01
H -3.04 4.86 1.63  0.09
H 0.24 -9.35 -1.09  0.00
H -1.96 -3.56 3.86  0.00
H 1.17 1.16 4.61  0.05
H -1.55 0.77 5.79  0.01
H 3.07 0.78 -3.06  0.06
H 3.82 2.55 -7.56  -0.04
H 0.04 0.82 7.35  0.00
H -1.46 9.01 1.46  0.00
H 3.18 0.46 -5.39  0.00
H 1.50 -6.71 -1.06  0.00
H -6.31 -1.42 0.27  0.00
H -0.87 -5.81 -1.89  0.00
H -1.53 -2.26 4.85  0.00
H 4.16 -1.43 -2.77  0.01
H -0.53 6.69 1.61  0.28
H -1.40 2.76 -4.81  -0.23
H 6.38 0.94 -0.76  0.00
H -2.36 1.26 3.10  0.00

Values from the calculation:
HOMO (alpha / beta) (eV): 0.5 / -6.9
Kohn-Sham gap (alpha / beta) (eV): 1.7 / 9.1
E_tot (eV): -65490.4940
Maximum force (eV/A): 3.2
Charge: -1
Spin multiplicity: 2

=====

Molecular formula: C5H5BrIN
Method: DFT, ωB97M-V/def2-TZVPD

Last column: Löwdin charge in e.
Positions of all 13 atoms, in Å:
I 3.45 -0.92 0.06  0.78
Br 2.15 2.24 -0.23  0.72
N -1.16 0.45 0.57  0.04
C 1.90 0.52 0.46  -1.23
C -0.74 -0.22 -0.58  -0.22
C 1.06 0.34 1.47  -0.29
C -0.39 0.82 1.55  -0.11
C 0.16 0.29 -1.53  -0.06
H -1.17 -1.21 -0.68  0.10
H 1.26 -0.58 1.98  0.07
H -0.87 1.43 2.37  0.12
H 0.22 1.41 -1.54  0.02
H 0.42 -0.42 -2.30  0.05

Values from the calculation:
HOMO (eV): -8.7
Kohn-Sham gap (eV): 8.6
E_tot (eV): -84895.6513
Maximum force (eV/A): 4.3
Relative energy (zero: lowest compared OMol25 entry of this formula, charge and spin) (kJ/mol): 264.23
Charge: 0
Spin multiplicity: 1